ORCA calculation (ωB97M-V/def2-TZVPD) on a single C4H6N2O molecule in a non-equilibrium geometry.

Last column: natural (NBO) charge in e.
CARTESIAN COORDINATES (ANGSTROEM)
N -2.28271 -0.07176 0.01450  -0.812
C -0.94089 0.01077 -0.42436  0.295
C -0.22037 1.11729 -0.72465  -0.324
C 1.14394 0.83233 -0.33440  -0.467
C 1.17567 -0.48460 0.00554  0.466
O 2.19194 -1.19137 0.54346  -0.665
N -0.06478 -1.03109 -0.11739  -0.579
H -2.27633 -0.71798 0.79866  0.360
H -2.45955 0.83153 0.45055  0.376
H -0.63566 2.06254 -1.05646  0.220
H 1.59467 1.44452 0.41816  0.220
H 2.96056 -0.60687 0.46654  0.494
H -0.31497 -1.99040 0.05623  0.416

Cartesian forces (eV/Å) of the 6 atoms listed first:
-0.217 -0.098 -0.146
0.037 0.080 0.111
-0.353 -0.060 0.308
-0.050 -0.235 0.101
-0.096 0.030 -0.047
0.089 -0.048 -0.006

Values from the calculation:
HOMO   -7.1 eV
LUMO level   0.8 eV
Kohn-Sham gap   0.2905 Ha
Charge   0
ΔE to the lowest compared entry with this formula, charge and spin   218.34 kJ/mol